[1]
The following is a DFT calculation (ωB97M-V with the def2-TZVPD basis set) of one molecule with the formula C13H19BrO4S.

Geometry as XYZ:
```
38
Properties=species:S:1:pos:R:3
O 1.01 1.35 1.87
O 2.28 -0.48 2.99
Br -4.50 -1.99 4.98
O 1.99 1.75 -3.08
O 1.11 -0.99 0.79
C -2.63 -0.11 3.84
C -1.78 -2.41 3.97
C -1.43 0.30 3.29
C -0.59 -1.96 3.40
C -2.83 -1.47 4.19
C -0.42 -0.64 3.00
C 2.49 0.88 -4.09
C -0.62 -1.41 -0.83
C -0.25 0.79 -3.21
C 0.43 2.43 -1.43
C 1.39 0.09 -1.34
C 0.38 -0.36 -0.27
C 0.91 1.22 -2.29
S 1.12 -0.09 2.21
H -3.39 0.66 4.07
H -1.91 -3.47 4.29
H -1.31 1.37 3.00
H 0.22 -2.66 3.22
H 2.58 -0.15 -3.73
H 1.82 0.90 -4.90
H 3.48 1.16 -4.44
H -1.17 -1.89 0.03
H -1.39 -0.95 -1.48
H -0.09 -2.27 -1.35
H -1.21 0.70 -2.71
H -0.04 -0.18 -3.66
H -0.41 1.52 -4.02
H 0.24 3.30 -2.07
H -0.49 2.20 -0.94
H 1.21 2.72 -0.67
H 1.72 -0.79 -1.88
H 2.29 0.49 -0.83
H -0.22 0.48 0.06
```

* max |F|: 3.081 eV/Å
* HOMO: -0.3587 Ha
* electronic energy: -3779.87216 Eh
* SMILES: COC(C)(C)C[C@@H](C)OS(=O)(=O)c1ccc(Br)cc1
* Kohn-Sham gap: 9.7 eV
* charge: 0

---

[2]
The following is a DFT calculation (ωB97M-V with the def2-TZVPD basis set) of a 7-piece molecular cluster, C5H25N2O7 overall.

Geometry as XYZ:
```
39
Properties=species:S:1:pos:R:3
C -0.80 2.62 0.10
N -0.41 3.32 1.30
C 1.03 3.08 1.60
C -1.14 1.12 0.00
C -1.90 0.68 -1.30
N 0.16 0.32 0.24
C -0.23 -1.06 -0.05
O 0.09 -1.46 -1.30
H 0.05 2.70 -0.72
H -1.64 3.22 -0.34
H -1.05 3.10 2.09
H 1.42 2.88 2.74
H 1.68 4.03 1.34
H 1.56 2.25 1.05
H -1.72 0.65 0.89
H -1.36 -0.06 -1.95
H -2.14 1.48 -1.89
H -2.86 0.23 -1.21
H 0.81 0.67 -0.30
H -1.36 -1.18 0.13
H 0.25 -1.83 0.58
H -1.88 -2.21 2.14
H -0.38 -2.19 2.65
O -1.29 -2.09 2.86
H 2.81 -1.77 1.98
H 1.55 -0.91 2.57
O 2.29 -1.63 2.76
H -2.06 -2.67 -1.31
H -2.08 -4.11 -1.18
O -2.51 -3.35 -0.81
H -0.32 -2.47 -2.41
H -1.29 -2.16 -3.68
O -0.98 -2.87 -3.17
H 2.59 -0.42 -2.39
H 1.29 -0.80 -1.54
O 2.36 -0.38 -1.57
H 3.21 0.66 -0.63
H 2.85 1.18 0.67
O 3.38 1.39 0.05
```

* max |F|: 9.920 eV/Å
* energy relative to the best compared isomer or geometry (same formula, charge and spin): 96.07 kcal/mol
* HOMO: -0.1964 Ha
* electronic energy: -841.60870 Eh
* Kohn-Sham gap: 8.6 eV
* charge: -1

---

[3]
The following is a DFT calculation (ωB97M-V with the def2-TZVPD basis set) of C3H6InO as an isolated structure.

Geometry as XYZ:
```
11
Properties=species:S:1:pos:R:3
In 0.44 -2.10 -2.61
C -0.48 1.42 -0.14
C 0.07 -0.04 -0.29
O 0.12 -0.46 -1.41
C 0.36 -0.90 0.94
H -1.03 1.84 -0.98
H 0.40 2.04 0.03
H -1.21 1.61 0.66
H 0.04 -0.51 1.90
H 1.44 -1.04 1.04
H -0.14 -1.87 0.86
```

* max |F|: 4.311 eV/Å
* energy relative to the best compared isomer or geometry (same formula, charge and spin): 47.41 kcal/mol
* HOMO: -0.9781 Ha
* electronic energy: -381.71644 Eh
* Kohn-Sham gap: 5.6 eV
* charge: +3

---

[4]
The following is a DFT calculation (ωB97M-V with the def2-TZVPD basis set) of a 2-piece molecular cluster, C4H8N2 overall.

Geometry as XYZ:
```
14
Properties=species:S:1:pos:R:3
C -1.70 -0.56 -0.38
C -1.40 -0.23 0.89
C 1.20 -0.19 -0.53
C 0.96 0.82 0.56
N 1.84 -1.24 -0.25
N 0.77 2.06 0.33
H 1.93 -1.90 -1.03
H 0.64 2.27 -0.66
H -1.60 -1.56 -0.75
H -2.12 0.16 -1.07
H -1.10 -0.99 1.59
H -1.69 0.72 1.30
H 0.87 0.12 -1.53
H 1.41 0.52 1.51
```

* max |F|: 2.744 eV/Å
* energy relative to the best compared isomer or geometry (same formula, charge and spin): 58.24 kcal/mol
* HOMO: -0.3640 Ha
* electronic energy: -266.62920 Eh
* SMILES: [H]/N=C\C=N\[H].C=C
* Kohn-Sham gap: 10.4 eV
* charge: 0

---

[5]
The following is a DFT calculation (ωB97M-V with the def2-TZVPD basis set) of C28H52Cl2GeNO5PPtSi3 as an isolated structure.

Geometry as XYZ:
```
94
Properties=species:S:1:pos:R:3
Pt 0.08 -0.65 -0.57
Cl 2.44 -4.16 6.06
C 1.97 -3.71 4.48
C 2.09 -4.62 3.46
C 1.67 -4.20 2.19
Cl 1.79 -5.31 0.90
C 1.13 -2.90 1.92
O 0.76 -2.60 0.77
C 1.04 -1.96 3.05
C 0.53 -0.65 2.93
O 0.08 -0.11 1.84
C 1.45 -2.40 4.29
H 2.48 -5.61 3.61
H 0.48 -0.05 3.84
H 1.38 -1.73 5.14
C -1.21 0.08 -5.58
C -1.97 -0.77 -4.79
C -1.72 -0.80 -3.43
N -0.78 -0.04 -2.86
C -0.06 0.78 -3.62
C -0.25 0.88 -4.99
H -1.38 0.13 -6.65
H -2.74 -1.40 -5.21
H -2.28 -1.45 -2.76
H 0.70 1.37 -3.11
H 0.35 1.57 -5.57
C -1.24 -5.31 -2.17
C -0.68 -4.11 -1.46
O 0.27 -3.48 -2.34
P 1.16 -2.22 -1.95
O 1.51 -1.59 -3.37
C 2.05 -2.39 -4.45
C 3.07 -1.57 -5.20
O 2.51 -2.94 -1.52
C 3.61 -2.14 -1.04
C 4.87 -2.96 -1.15
H -1.98 -5.80 -1.54
H -0.44 -6.02 -2.39
H -1.71 -5.02 -3.11
H -0.18 -4.39 -0.53
H -1.46 -3.39 -1.22
H 1.21 -2.67 -5.09
H 2.49 -3.30 -4.05
H 2.61 -0.67 -5.61
H 3.48 -2.15 -6.02
H 3.88 -1.27 -4.54
H 3.41 -1.85 -0.01
H 3.69 -1.23 -1.64
H 5.03 -3.28 -2.18
H 4.80 -3.85 -0.52
H 5.73 -2.37 -0.83
C -1.01 1.12 -0.33
H -2.05 0.88 -0.59
H -0.67 1.90 -1.00
C -2.33 -0.18 4.17
Si -2.78 0.96 2.78
C -3.73 2.42 3.44
C -3.77 0.02 1.51
Ge -0.84 1.70 1.55
Si -2.14 4.12 0.60
C -3.68 3.50 -0.25
C -2.55 5.41 1.88
C -1.01 4.85 -0.70
Si 1.25 2.86 1.90
C 2.36 1.92 3.07
C 2.02 2.90 0.21
C 0.94 4.56 2.58
H -3.25 -0.51 4.67
H -1.70 0.31 4.92
H -1.80 -1.07 3.81
H -4.49 2.08 4.15
H -4.24 2.96 2.64
H -3.07 3.11 3.97
H -4.62 -0.47 1.98
H -3.14 -0.75 1.04
H -4.14 0.68 0.72
H -4.34 2.94 0.41
H -3.44 2.88 -1.11
H -4.23 4.39 -0.60
H -3.25 5.04 2.63
H -3.02 6.25 1.36
H -1.66 5.78 2.40
H -0.76 4.12 -1.48
H -0.08 5.24 -0.29
H -1.55 5.68 -1.17
H 2.55 0.91 2.71
H 1.94 1.87 4.07
H 3.32 2.45 3.13
H 2.10 1.88 -0.19
H 3.03 3.32 0.26
H 1.44 3.50 -0.49
H 0.21 4.53 3.40
H 0.56 5.24 1.82
H 1.86 4.99 2.98
```

* max |F|: 0.543 eV/Å
* energy relative to the best compared isomer or geometry (same formula, charge and spin): 42.31 kcal/mol
* HOMO (alpha / beta): -0.3079 / -0.4043 Ha
* electronic energy: -5855.28810 Eh
* Kohn-Sham gap (alpha / beta): 6.7 / 6.3 eV
* multiplicity: 6
* charge: +1

---

[6]
The following is a DFT calculation (ωB97M-V with the def2-TZVPD basis set) of C30H30N7ReSSe as an isolated structure.

Geometry as XYZ:
```
70
Properties=species:S:1:pos:R:3
Re -0.73 0.05 0.43
C -3.26 -0.92 2.04
C -2.20 -0.62 3.07
N -1.33 0.48 2.57
C -1.86 1.85 2.81
C -2.92 2.28 1.81
S -2.44 1.85 0.09
C -3.83 0.80 -0.46
C -3.56 -0.70 -0.40
N -2.61 -1.07 0.70
H -3.99 -0.12 1.97
H -3.80 -1.83 2.29
H -1.57 -1.49 3.24
H -2.66 -0.36 4.03
H -0.48 0.44 3.13
H -1.01 2.53 2.76
H -2.27 1.92 3.82
H -3.03 3.36 1.84
H -3.90 1.86 2.01
H -4.02 1.09 -1.49
H -4.70 1.09 0.12
H -3.11 -1.04 -1.34
H -4.50 -1.24 -0.27
H -2.42 -2.07 0.59
Se 6.30 -2.30 2.59
N 4.88 -3.15 1.97
C 3.94 -2.25 1.78
C 2.61 -2.57 1.27
C 2.21 -3.86 0.90
C 0.93 -4.04 0.39
C 0.08 -2.95 0.29
N 0.44 -1.71 0.67
C 1.70 -1.53 1.14
C 2.06 -0.16 1.45
N 1.10 0.77 1.21
C 1.39 2.05 1.43
C 2.63 2.47 1.91
C 3.61 1.52 2.15
C 3.33 0.17 1.91
C 4.29 -0.90 2.10
N 5.51 -0.71 2.54
H 2.90 -4.69 0.99
H 0.59 -5.01 0.08
H -0.90 -3.07 -0.14
H 0.62 2.77 1.19
H 2.81 3.52 2.07
H 4.59 1.80 2.52
C -2.50 1.96 -4.47
C -2.53 0.59 -4.21
C -1.77 0.07 -3.17
C -1.00 0.93 -2.39
C -0.94 2.29 -2.67
C -1.71 2.80 -3.70
N -0.18 0.35 -1.34
C 1.19 0.11 -1.82
C 2.14 1.12 -1.73
C 3.41 0.89 -2.22
C 3.73 -0.33 -2.81
C 2.76 -1.31 -2.94
C 1.48 -1.09 -2.45
H -3.09 2.36 -5.28
H -3.11 -0.07 -4.83
H -1.74 -1.00 -3.00
H -0.32 2.94 -2.07
H -1.68 3.86 -3.92
H 1.88 2.08 -1.31
H 4.16 1.68 -2.17
H 4.72 -0.49 -3.20
H 2.99 -2.24 -3.44
H 0.71 -1.83 -2.59
```

* max |F|: 0.450 eV/Å
* energy relative to the best compared isomer or geometry (same formula, charge and spin): 8.97 kcal/mol
* HOMO (alpha / beta): -0.6149 / -0.6164 Ha
* electronic energy: -4421.53496 Eh
* Kohn-Sham gap (alpha / beta): 7.0 / 6.2 eV
* multiplicity: 2
* charge: +3

---

What did the fourth record say?
The following is a DFT calculation (ωB97M-V with the def2-TZVPD basis set) of a 2-piece molecular cluster, C4H8N2 overall.

Geometry as XYZ:
```
14
Properties=species:S:1:pos:R:3
C -1.70 -0.56 -0.38
C -1.40 -0.23 0.89
C 1.20 -0.19 -0.53
C 0.96 0.82 0.56
N 1.84 -1.24 -0.25
N 0.77 2.06 0.33
H 1.93 -1.90 -1.03
H 0.64 2.27 -0.66
H -1.60 -1.56 -0.75
H -2.12 0.16 -1.07
H -1.10 -0.99 1.59
H -1.69 0.72 1.30
H 0.87 0.12 -1.53
H 1.41 0.52 1.51
```

* max |F|: 2.744 eV/Å
* energy relative to the best compared isomer or geometry (same formula, charge and spin): 58.24 kcal/mol
* HOMO: -0.3640 Ha
* electronic energy: -266.62920 Eh
* SMILES: [H]/N=C\C=N\[H].C=C
* Kohn-Sham gap: 10.4 eV
* charge: 0